A molecular structure, C16H14MnN4O6, computed with ωB97M-V/def2-TZVPD.

The calculation puts the total energy at -2439.411750 hartree. The HOMO-LUMO gap (spin up / spin down) comes out at 6.4 / 6.7 eV. As for the multiplicity: 5. The energy above the lowest of the compared OMol25 structures with the same formula, charge and spin is 20.3 kJ/mol. Its net charge is +1. Its expectation value of S² is 6.06.

Positions of all 41 atoms, in Å:
Mn 0.05058 -0.17456 -0.13517
O -2.57004 5.26061 -0.34314
C -2.00822 4.21175 -0.35655
C -2.22505 3.06345 -1.38085
O -2.95132 3.06083 -2.33243
C -1.36835 1.96392 -0.86946
C -0.69662 2.34249 0.24063
O 0.09770 1.40062 0.79656
C -0.93711 3.72786 0.65871
O -0.45877 4.34138 1.57065
O -1.21529 0.74183 -1.33429
C 4.27135 0.09709 -1.18386
C 3.03409 -0.52971 -0.62825
O 1.95082 0.08485 -0.68118
N 3.12256 -1.75912 -0.10780
C 1.98696 -2.47550 0.46157
C 1.00160 -2.94080 -0.58492
C 1.00486 -4.22494 -1.08874
C 0.10877 -4.55693 -2.09707
C -0.75696 -3.59458 -2.58326
C -0.71464 -2.33007 -2.02760
N 0.13866 -2.02338 -1.04530
H 4.07418 1.14230 -1.39825
H 4.54841 -0.41428 -2.10797
H 5.10186 0.01518 -0.48150
H 4.02783 -2.20037 -0.09882
H 1.49682 -1.83744 1.19764
H 2.37479 -3.32912 1.01063
H 1.70322 -4.95472 -0.69977
H 0.09426 -5.56057 -2.50208
H -1.45931 -3.80811 -3.37647
H -1.36646 -1.53452 -2.36824
N -2.62543 -1.86939 2.61896
C -3.44697 -1.69714 1.52457
C -2.68238 -1.09853 0.58118
N -1.40410 -0.91227 1.09373
C -1.41052 -1.38773 2.32102
H -2.89572 -2.24950 3.51127
H -4.48407 -1.98580 1.52891
H -2.95691 -0.73709 -0.39586
H -0.59488 -1.35429 3.02571

Atoms 1-6, force components in eV/Å:
-0.2 0.9 0.0
0.0 0.0 0.0
0.1 0.1 -0.1
0.1 -0.3 0.3
-0.1 0.1 -0.1
-0.5 0.2 -0.6

Here are the natural (NBO) charges for atoms 1 to 4, given in e: number 1, Mn, carries 1.632; number 2, O, carries -0.417; number 3, C, carries 0.400; number 4, C, carries 0.409


2 unconnected molecules or ions with the total composition Br2H2O2Si, computed with ωB97M-V/def2-TZVPD.

The calculation puts the total energy at -5589.285518 hartree. The HOMO-LUMO gap comes out at 9.4 eV. As for the multiplicity: 1. The energy above the lowest of the compared OMol25 structures with the same formula, charge and spin is 314.2 kJ/mol. Its net charge is 0. As for the SMILES: O=[Si](O)Br.Br.

Positions of all 7 atoms, in Å:
O 0.05006 0.63550 -1.09051
Si -1.07650 -0.14593 -0.44751
O -1.08683 -1.67108 -0.04291
Br -2.55668 1.08326 0.76524
H -1.31382 -2.56371 0.18550
Br 3.69432 1.30479 0.49055
H 2.28945 1.35718 0.13965

Atoms 1-6, force components in eV/Å:
-0.2 -0.3 -0.4
-0.1 0.8 1.7
0.1 0.5 -0.4
0.6 -1.0 -0.9
-0.3 0.0 0.0
-0.7 0.0 -0.1

Here are the natural (NBO) charges for atoms 1 to 4, given in e: number 1, O, carries -1.177; number 2, Si, carries 2.087; number 3, O, carries -1.145; number 4, Br, carries -0.328


A single C3H7NOS2 molecule, computed with ωB97M-V/def2-TZVPD.

The calculation puts the total energy at -1044.728087 hartree. The HOMO-LUMO gap comes out at 8.9 eV. As for the multiplicity: 1. The energy above the lowest of the compared OMol25 structures with the same formula, charge and spin is 457.6 kJ/mol. Its net charge is 0. As for the SMILES: CSCS/C=N\O.

Positions of all 14 atoms, in Å:
C -1.14302 1.13005 -0.48307
S -2.04485 -0.37648 -0.08747
C -0.81672 -1.39144 0.81362
S 0.53623 -2.03755 -0.16740
C 1.50343 -0.79121 -0.83848
N 1.71688 0.37269 -0.35345
O 1.64143 0.68501 0.97647
H -1.90877 1.95847 -0.58951
H -0.73318 1.07824 -1.57041
H -0.31927 1.40284 0.36846
H -1.54988 -2.25022 1.04467
H -0.42599 -0.95185 1.87749
H 1.66254 -0.59676 -1.98038
H 1.88117 1.76820 0.98946

Atoms 1-6, force components in eV/Å:
1.1 1.7 -0.5
0.5 0.1 0.6
-0.9 0.9 2.3
0.1 -2.6 0.0
-0.9 3.3 -1.2
2.1 0.9 -0.9

Here are the natural (NBO) charges for atoms 1 to 4, given in e: number 1, C, carries -0.804; number 2, S, carries 0.226; number 3, C, carries -0.738; number 4, S, carries 0.255


A molecular structure, C38H43InN8O5S, computed with ωB97M-V/def2-TZVPD.

The calculation puts the total energy at -2876.113555 hartree. The HOMO-LUMO gap comes out at 7.9 eV. As for the multiplicity: 1. The energy above the lowest of the compared OMol25 structures with the same formula, charge and spin is 0.0 kJ/mol. Its net charge is +2.

Positions of all 96 atoms, in Å:
In 0.00442 -0.25081 -0.13444
C -0.74439 5.15508 0.15302
O -1.12090 4.39674 1.33141
C -0.45921 3.24055 1.23591
N 0.19143 2.97654 0.17809
C -0.10091 4.09651 -0.75286
C 1.09920 4.56927 -1.53309
C 1.22988 5.89266 -1.93471
C 2.32046 6.29084 -2.69754
C 3.29082 5.37224 -3.06552
C 3.16461 4.04737 -2.67009
C 2.07307 3.65506 -1.91275
C -0.59870 2.34541 2.40583
C -1.10175 2.82541 3.61032
C -1.22721 1.95047 4.67494
C -0.85349 0.62594 4.50372
C -0.37869 0.24477 3.25856
N -0.25078 1.07461 2.22692
C 0.00584 -1.15334 2.98390
N 0.27927 -1.63404 1.82409
C 0.45330 -3.10579 2.02413
C 0.58421 -3.21702 3.55005
O 0.03664 -1.96262 4.02680
C 1.57606 -3.79272 1.28522
C 2.07286 -3.33949 0.07271
C 3.05258 -4.04713 -0.60989
C 3.54921 -5.22876 -0.08319
C 3.05812 -5.69609 1.12773
C 2.07885 -4.98561 1.80415
H -0.03746 5.92263 0.46789
H -1.64180 5.61250 -0.25152
H -0.84613 3.70693 -1.45795
H 0.48068 6.62829 -1.66847
H 2.40989 7.32432 -3.00375
H 4.14067 5.68596 -3.65598
H 3.92361 3.32778 -2.95413
H 1.96445 2.62710 -1.59444
H -1.38134 3.86520 3.69462
H -1.61062 2.29381 5.62588
H -0.92788 -0.09521 5.30436
H -0.49161 -3.56400 1.71736
H 1.62291 -3.26787 3.87619
H 0.01008 -4.02227 3.99676
H 1.68975 -2.42857 -0.36391
H 3.42024 -3.67986 -1.55963
H 4.31139 -5.78378 -0.61268
H 3.43693 -6.61764 1.54848
H 1.70550 -5.37975 2.74205
N 2.01848 0.48943 0.50935
C 3.37315 -0.02266 0.15492
C 3.76970 0.25723 -1.28101
C 3.04141 -0.55455 -2.36152
C 1.89895 0.16253 -3.06481
N 0.58752 0.08452 -2.33921
H 1.94029 1.49130 0.30724
H 1.90822 0.41894 1.51640
H 3.38889 -1.09169 0.36448
H 4.09275 0.45132 0.82452
H 4.84133 0.06505 -1.34656
H 3.66186 1.32764 -1.47698
H 2.66557 -1.50011 -1.96407
H 3.76218 -0.83522 -3.13024
H 1.74797 -0.28315 -4.04775
H 2.14031 1.21175 -3.22289
H 0.14791 -0.75873 -2.70986
H 0.01225 0.87816 -2.61476
O -6.89779 -3.19571 -3.12797
C -5.56172 -3.16732 -3.12947
O -4.92333 -4.08800 -3.56699
C -4.87652 -1.98728 -2.51404
C -5.30304 -1.41118 -1.32216
C -4.49134 -0.49665 -0.66561
C -3.26232 -0.12692 -1.20826
S -2.18011 0.89673 -0.23498
C -2.91441 -0.60130 -2.47159
C -3.69429 -1.55047 -3.10355
H -7.27289 -2.33660 -2.89443
H -6.23734 -1.71432 -0.86396
H -4.79425 -0.09279 0.29267
H -2.01702 -0.24174 -2.95589
H -3.39597 -1.96586 -4.05787
C -3.20236 -5.04209 -0.52098
N -2.12837 -4.10737 -0.82096
C -1.26751 -4.27722 -1.97522
C -0.44839 -3.00712 -1.93531
O 0.40275 -2.67907 -2.73241
N -0.85103 -2.25618 -0.84431
C -1.88252 -2.92578 -0.27249
N -2.55440 -2.43982 0.77691
H -3.95246 -5.01615 -1.31154
H -3.66708 -4.80727 0.43360
H -2.78900 -6.04683 -0.44846
H -1.85104 -4.32569 -2.89851
H -0.63367 -5.16251 -1.90259
H -2.48192 -1.44357 0.94593
H -3.44196 -2.85442 1.00928

Atoms 1-6, force components in eV/Å:
-0.1 0.0 0.1
0.0 0.0 0.0
0.0 0.0 0.0
0.0 0.0 0.0
0.0 0.0 0.0
0.0 0.0 0.0

Here are the Löwdin charges for atoms 1 to 4, given in e: number 1, In, carries 0.697; number 2, C, carries -0.050; number 3, O, carries 0.031; number 4, C, carries -0.372


What did the second record say?
2 unconnected molecules or ions with the total composition Br2H2O2Si, computed with ωB97M-V/def2-TZVPD.

The calculation puts the total energy at -5589.285518 hartree. The HOMO-LUMO gap comes out at 9.4 eV. As for the multiplicity: 1. The energy above the lowest of the compared OMol25 structures with the same formula, charge and spin is 314.2 kJ/mol. Its net charge is 0. As for the SMILES: O=[Si](O)Br.Br.

Positions of all 7 atoms, in Å:
O 0.05006 0.63550 -1.09051
Si -1.07650 -0.14593 -0.44751
O -1.08683 -1.67108 -0.04291
Br -2.55668 1.08326 0.76524
H -1.31382 -2.56371 0.18550
Br 3.69432 1.30479 0.49055
H 2.28945 1.35718 0.13965

Atoms 1-6, force components in eV/Å:
-0.2 -0.3 -0.4
-0.1 0.8 1.7
0.1 0.5 -0.4
0.6 -1.0 -0.9
-0.3 0.0 0.0
-0.7 0.0 -0.1

Here are the natural (NBO) charges for atoms 1 to 4, given in e: number 1, O, carries -1.177; number 2, Si, carries 2.087; number 3, O, carries -1.145; number 4, Br, carries -0.328